(1)
71
Properties=species:S:1:pos:R:3:forces:R:3 method="wB97M-V/def2-TZVPD" homo_ev=-11.3 homo_lumo_gap_ev=7.87 max_force_ha_per_bohr=0.0538 e_tot_ev=-49276.1186 molar_mass_g_mol=472.55 total_charge=+1
H 3.330 -2.704 -2.924 0.1 0.1 0.0
C 2.166 7.617 -0.591 0.0 0.2 0.4
H -0.961 -5.721 1.331 0.1 0.1 -0.1
C -1.898 -3.526 2.572 -0.2 0.2 0.9
N -2.170 0.862 -0.941 0.3 -0.3 0.5
N 1.425 0.175 0.635 0.0 -0.2 1.1
C 2.690 -0.561 2.563 0.1 -0.1 0.7
C -0.406 -3.533 2.889 -0.2 0.2 -0.6
H -0.577 -3.467 0.282 0.0 -0.1 0.1
H -0.059 -2.503 2.806 0.0 0.1 0.1
H -2.390 -5.895 2.308 -0.1 0.0 0.1
H -3.087 1.081 -0.600 0.0 0.5 -0.1
H 3.262 -4.149 -1.223 0.0 -0.1 0.1
H -1.931 -3.967 -0.719 0.0 -0.3 0.1
H -1.080 -2.166 -2.103 -0.2 0.0 -0.1
H -0.532 -0.536 -2.354 -0.1 0.2 0.1
C 0.458 0.080 2.849 -0.1 0.0 1.0
H 1.649 -1.040 -1.861 0.3 0.1 0.5
H -1.230 7.325 -2.622 -0.1 0.0 0.0
H -1.858 1.133 -1.853 -0.4 -0.2 -0.3
H 1.094 -2.095 -3.878 -0.2 0.1 -0.1
C -0.812 8.103 -1.983 0.2 -0.1 -0.1
C -0.450 -1.385 -1.676 0.2 -0.7 0.2
C -1.275 0.211 -0.085 -0.8 0.3 0.0
O -2.673 -3.081 3.383 0.3 -0.2 -0.7
O 1.890 5.317 -0.086 0.1 0.0 0.1
H 0.115 3.080 -1.292 0.2 0.2 -0.2
H -2.880 -1.900 -0.737 -0.2 0.0 0.1
H -2.102 -6.311 -0.645 -0.1 -0.2 -0.2
C -0.733 7.622 -0.551 -0.2 0.3 -0.2
C 0.442 0.333 1.505 -1.6 0.1 -0.4
H -0.235 -3.880 3.900 -0.1 0.0 0.2
C 2.527 -3.432 -3.022 -0.4 -0.7 0.4
H -3.674 -5.827 -0.020 -0.2 -0.1 0.1
H 1.636 8.542 -0.379 -0.1 0.0 -0.2
C -2.737 -6.312 0.240 0.4 0.6 -0.2
C 1.356 6.376 -0.331 0.1 0.3 -0.2
H 2.492 7.612 -1.630 0.0 0.0 0.0
H -0.345 8.382 0.126 0.1 0.0 0.0
N -2.361 -4.081 1.313 0.7 -0.2 0.1
H 3.040 7.595 0.055 0.1 -0.1 -0.1
C 2.524 -0.295 1.226 0.9 0.0 -1.2
C -2.038 -5.524 1.346 -0.7 -0.5 0.4
O -0.150 3.177 2.129 0.6 -0.5 -0.8
H -1.442 8.989 -2.052 0.0 0.0 0.0
H 1.082 3.754 -0.081 0.0 -0.2 -0.5
H 3.365 -0.481 0.568 0.0 0.1 -0.1
H 0.820 3.166 2.083 0.0 0.1 0.4
N -0.971 -1.122 -0.313 0.8 0.2 0.0
H -2.534 -1.642 0.987 -0.1 0.1 0.0
C 1.165 -2.735 -2.997 0.7 0.0 0.0
H 0.379 -3.487 -3.086 -0.1 -0.1 0.0
N 0.493 2.946 -0.365 -0.2 -0.4 0.9
H 0.172 8.351 -2.381 0.0 0.1 0.0
H 1.278 -2.468 -0.845 -0.1 0.1 0.2
H -1.729 7.368 -0.194 0.1 -0.2 0.1
C -1.672 -3.449 0.201 -0.1 0.6 -0.5
C 0.996 -1.897 -1.722 -0.5 0.4 -1.2
P -0.775 2.728 0.703 -1.9 1.6 0.1
O 0.029 6.407 -0.438 -0.2 -0.3 0.2
N 2.617 -4.441 -1.942 0.3 0.3 -0.2
H 2.677 -3.970 -3.956 -0.1 0.2 -0.2
H 0.184 -4.112 2.187 0.1 -0.2 0.0
C 1.631 -0.372 3.429 0.0 0.1 -0.5
N -0.820 0.872 0.944 2.3 -1.1 -1.0
H -2.915 -7.340 0.530 0.0 -0.1 0.1
H 1.709 -0.561 4.486 0.0 -0.1 0.1
H 1.715 -4.573 -1.506 0.0 -0.1 0.0
C -2.117 -1.986 0.040 0.1 0.0 0.2
H -0.431 0.235 3.440 -0.1 0.1 0.0
H 3.642 -0.914 2.925 0.1 -0.1 0.0

(2)
50
Properties=species:S:1:pos:R:3:forces:R:3 method="wB97M-V/def2-TZVPD" homo_ev=-7.1 homo_lumo_gap_ev=6.33 max_force_ha_per_bohr=0.0103 e_tot_ev=-122827.9798 molar_mass_g_mol=685.44 relative_energy_ev=0.5961
C -1.063 6.353 2.451 0.0 0.0 0.0
C -2.349 -0.544 3.671 -0.1 0.0 0.3
H 4.313 -5.870 -4.906 0.0 0.0 0.0
H 4.195 -4.929 -2.724 0.0 0.0 0.0
H -1.716 2.665 5.924 0.0 0.0 0.0
H 1.469 -3.532 -5.689 0.0 0.0 0.0
N -1.657 3.797 1.609 0.0 -0.1 0.1
H -3.419 2.911 5.501 0.0 0.0 0.0
C -1.299 4.725 0.735 0.0 -0.1 0.0
H -2.659 0.926 5.077 0.0 0.0 0.0
H -0.656 -1.593 -3.587 -0.1 0.0 0.0
H 3.972 -4.693 -6.175 0.0 0.0 0.0
H -3.322 -1.119 5.399 0.0 0.0 0.0
O -0.366 -0.774 -1.549 0.0 0.0 0.1
C -0.996 6.027 1.111 0.0 0.0 0.0
H -0.829 7.353 2.792 0.0 0.0 0.0
C 1.852 -3.511 -4.673 -0.1 0.0 0.0
H -0.712 6.753 0.363 0.0 0.0 0.0
C 3.529 -5.259 -5.353 0.0 0.0 0.0
C 3.369 -4.294 -3.028 0.0 0.0 0.0
Se 1.212 -1.478 -0.999 -0.1 0.0 -0.1
N -2.732 -1.420 4.640 0.0 0.0 -0.1
O -0.150 1.235 -2.970 0.0 0.0 0.0
C -2.396 3.229 5.279 0.0 0.0 0.1
C 1.729 -2.618 -2.461 0.1 0.0 0.0
O 0.380 1.358 -0.574 0.0 0.1 0.0
C 3.357 -3.422 -0.691 0.1 0.0 0.1
H 2.784 -5.930 -5.785 0.0 0.0 0.0
N -2.092 1.808 3.330 -0.1 0.1 0.2
S -1.846 -1.046 2.189 0.1 0.1 -0.2
O -1.911 1.025 -1.293 0.0 0.2 0.2
H -2.830 -2.379 4.352 0.0 0.0 0.0
H 2.599 -3.680 0.054 0.0 0.0 0.0
H 3.754 -2.436 -0.428 0.0 0.0 0.0
H 4.174 -4.136 -0.597 0.0 0.0 0.0
H -2.321 4.273 5.559 0.0 0.0 0.0
H 0.518 -0.796 -4.602 0.0 0.0 0.1
C 2.909 -4.342 -4.334 0.0 0.0 0.0
H -1.247 4.408 -0.300 0.0 0.0 0.0
C -2.081 2.981 3.835 0.1 0.0 -0.2
H -0.302 -2.246 -5.188 0.0 0.0 0.0
C -1.719 4.101 2.906 0.0 -0.1 0.1
C 0.131 -1.774 -4.307 0.1 0.0 0.0
N -2.403 0.757 4.116 -0.1 0.0 0.0
C 1.240 -2.641 -3.773 0.0 0.0 0.0
H -1.458 5.627 4.420 0.0 0.0 0.0
S -0.483 0.854 -1.629 0.0 -0.1 0.0
Au -1.845 1.365 1.021 0.0 -0.3 -0.4
C -1.427 5.377 3.371 0.0 0.0 -0.1
C 2.799 -3.447 -2.087 0.0 0.0 0.0

(3)
194
Properties=species:S:1:pos:R:3:forces:R:3 method="wB97M-V/def2-TZVPD" homo_ev=-7.7 homo_lumo_gap_ev=8.29 max_force_ha_per_bohr=0.0747 e_tot_ev=-112805.9615 molar_mass_g_mol=1322.77
N -5.119 -1.198 -3.603 -1.0 -0.5 -0.1
C -0.260 -1.056 3.930 2.9 0.3 -1.6
C -3.752 2.804 3.055 1.4 -0.4 1.4
H 0.136 8.229 -5.876 0.2 -0.6 0.1
H -5.644 -3.651 7.613 -0.1 -0.3 -0.5
H 5.012 -3.251 -1.005 0.3 0.2 0.0
C -0.717 -3.724 -2.615 -0.4 -0.1 -1.1
H 3.150 -0.726 3.795 -0.1 0.0 0.0
C 1.625 -2.320 3.959 -0.7 -1.1 -0.3
C -0.541 6.986 -3.026 -1.1 -0.3 2.0
C 8.166 0.130 -0.026 1.2 -0.1 -0.9
H -0.154 -6.297 4.446 0.3 0.1 -0.2
C -5.519 3.670 -6.468 -1.3 0.3 1.7
H 0.283 -1.284 -4.424 0.6 -0.1 0.1
H -1.314 0.792 -1.778 0.2 0.2 -0.3
H -5.099 -3.792 5.170 0.4 0.3 -0.1
H 1.263 0.754 -2.164 -0.1 0.0 0.0
C 6.445 -0.821 3.196 -0.8 0.1 -1.1
C -6.155 2.281 -4.804 0.4 0.1 0.5
H -3.749 -2.573 1.177 -0.2 0.0 -0.1
H 6.740 0.960 -2.989 -0.2 0.4 0.2
C 2.182 -0.263 8.790 1.8 2.2 1.3
H -1.030 -3.944 1.107 -0.1 0.1 0.0
C -6.523 -3.210 -2.296 -0.2 -0.5 -0.7
H 7.544 0.026 4.823 -0.1 -0.1 0.2
C 4.092 -1.553 -2.117 0.4 -1.5 -0.1
H -2.120 -1.429 7.031 0.1 0.0 -0.6
H 6.633 -1.847 3.474 0.3 -0.1 -0.2
C 7.428 0.606 -2.235 -0.6 -0.3 -0.1
H -1.825 3.795 -3.879 -0.1 0.0 0.0
C 2.021 -0.128 7.455 -0.2 -0.3 -0.5
N 9.300 -0.566 -0.413 -1.6 0.7 -1.5
H -1.109 8.902 -3.903 0.1 0.1 0.2
H -7.026 -4.072 -1.883 -0.2 0.1 0.4
C -1.189 -4.428 2.060 -0.6 1.0 -0.8
H 0.855 -1.297 6.139 -0.2 0.0 0.2
H -1.441 2.471 -6.003 0.1 0.0 0.1
H -1.392 -2.806 -5.732 0.3 0.2 0.0
C -5.917 -0.252 0.364 1.6 0.8 1.0
N -5.236 -1.439 0.106 -1.7 1.4 0.4
C 0.734 -1.748 8.217 -1.1 -1.7 -0.1
C 3.760 2.590 -1.742 -0.9 -0.2 -2.2
C 0.917 -0.262 3.704 -1.8 0.5 1.1
H -3.250 -3.971 2.710 0.2 0.2 -0.2
C -5.024 2.772 -5.510 -1.0 1.2 -2.8
N -6.888 3.909 -6.160 1.6 -1.3 -0.1
C 3.502 -1.681 -3.359 -1.0 -1.0 -3.3
H 0.944 5.811 -5.657 0.1 -0.4 0.3
C 3.218 4.689 -2.377 -0.4 -1.4 1.1
H -1.822 2.786 2.118 0.2 -0.1 -0.1
C -1.634 2.487 4.256 -1.1 0.2 -0.4
H 3.886 1.768 -1.054 0.2 0.0 0.0
H 10.284 -1.216 -2.194 0.2 -0.3 0.4
H -2.965 -2.426 4.591 -0.1 -0.2 0.1
H 1.303 -1.620 10.332 0.0 0.1 -0.1
H -0.006 -2.531 8.150 0.1 -0.1 0.0
N -2.668 3.704 -1.913 1.8 1.3 -1.4
C 9.431 -0.709 -1.767 -1.7 1.5 0.6
H -1.449 1.085 -7.982 0.4 -0.1 0.0
C 0.114 5.896 -3.570 0.6 -0.6 -1.2
N 5.313 0.755 1.807 -0.6 0.9 -0.1
C -3.400 1.677 -1.988 -1.0 -2.5 0.8
H -4.675 -3.905 -1.590 0.5 0.1 -0.1
C -0.587 1.857 -6.247 0.3 -0.4 0.5
C 3.184 3.906 -3.529 -0.2 0.1 0.7
H 2.963 -0.942 -3.933 0.1 0.2 0.1
H 3.159 3.584 2.842 -0.1 0.1 -0.1
C 3.547 2.590 -3.174 0.4 -0.3 3.3
H 2.301 0.377 -6.201 0.0 -0.4 -0.3
C -7.227 -2.272 -3.060 0.5 -0.6 0.3
C -3.808 2.506 5.322 0.7 -0.3 -0.7
H -7.533 4.449 -6.719 0.3 -0.1 0.2
H 2.327 -0.639 -0.066 -0.1 -0.1 -0.1
H 4.230 -0.645 -1.549 -0.1 -0.3 0.2
H -6.643 0.256 -0.253 0.1 -0.6 -0.4
H 8.544 -0.301 -3.741 0.5 0.0 -0.1
H -3.807 -2.066 8.792 -0.3 -0.6 0.1
C -0.682 -5.600 3.812 0.1 -1.5 0.9
H 6.436 1.305 -0.417 -0.2 -0.1 -0.2
C -3.375 -2.575 5.579 0.9 0.7 0.1
H -8.296 -2.223 -3.205 -0.1 -0.4 0.2
H -5.430 -1.930 -0.754 0.3 -0.2 0.7
H 2.758 4.134 -4.495 0.4 0.5 0.0
H -2.023 -0.348 0.261 0.1 -0.3 0.1
C -3.849 -2.468 7.791 -0.1 0.3 -0.4
C 2.380 3.485 2.101 -0.7 -0.3 -0.5
H -0.101 4.419 0.095 0.1 -0.3 -0.3
H -8.290 3.033 -4.814 0.1 -0.3 0.0
C 0.751 0.215 -1.380 -0.3 0.4 1.1
H 3.326 4.122 -0.330 0.3 -0.2 0.1
H -2.802 1.248 -4.047 0.1 0.2 0.0
H 0.702 -0.248 -8.407 0.0 0.1 0.2
C -0.991 -0.367 -0.057 1.2 -0.2 -0.8
C -5.140 -3.149 -2.205 -0.6 0.0 -0.8
C 0.728 3.938 0.593 -0.4 0.4 1.7
N -4.470 2.724 4.184 0.1 0.2 -0.2
H 2.386 1.301 1.524 0.0 0.1 0.2
H 5.166 2.735 2.540 0.0 0.0 -0.4
C -2.963 -2.060 6.794 1.0 0.5 -0.7
H -2.042 2.175 6.389 0.5 0.0 -0.1
C -0.587 7.958 -3.946 -1.5 3.0 0.2
C 2.009 2.312 1.476 -0.8 0.1 -0.6
C -2.346 3.187 -3.155 0.7 2.4 -0.5
C -4.777 -3.219 7.135 -1.3 -0.5 2.0
H -3.406 -1.972 -2.726 0.2 0.0 -0.2
C -2.004 -5.216 3.987 1.7 -0.4 0.6
C -4.467 -2.105 -2.874 -0.9 0.0 0.4
N 4.350 -3.684 -2.944 -0.1 0.8 0.8
H -7.018 -0.633 -4.326 0.3 0.3 -0.2
N 0.020 7.606 -5.089 0.2 -1.8 1.2
C 2.120 -1.050 3.816 -2.4 0.2 -0.3
C -0.064 -2.245 -4.074 1.7 2.3 0.2
C -1.453 -3.909 -3.831 0.9 -0.9 3.0
H 0.665 -5.331 2.111 0.2 -0.2 0.5
C 2.993 -4.272 1.432 -0.2 0.8 -1.2
H 3.600 -3.543 1.947 -0.2 -0.2 0.2
C -4.429 -1.734 1.168 0.3 1.1 0.1
N 1.129 -1.109 7.093 0.3 0.9 -0.3
H -0.557 2.561 4.304 0.1 -0.3 -0.1
H -1.329 -0.915 3.880 0.2 0.5 0.0
H -6.037 1.457 -4.116 -0.5 0.2 0.3
H -4.323 3.029 2.167 0.2 -0.1 -0.2
C 0.520 0.393 -7.557 0.8 0.3 1.5
C 0.165 -0.977 0.446 -1.3 1.0 0.5
H 2.828 -6.093 2.611 0.1 0.0 -0.1
N -4.492 -3.312 5.819 -0.4 -0.1 -0.1
C 7.223 0.725 -0.875 1.0 -0.2 0.7
C 5.601 1.758 2.696 -0.4 -1.7 -1.0
H 1.564 5.538 1.881 -0.2 0.0 -0.2
H -1.020 6.944 -2.059 0.0 0.5 0.0
H 0.812 0.804 3.566 0.4 0.0 0.0
H 2.159 -3.250 4.086 -0.1 0.0 -0.1
C -5.366 0.307 1.522 -0.8 -0.7 -0.4
C -7.270 3.010 -5.169 0.7 0.4 -0.6
C 8.499 -0.117 -2.678 1.2 -1.3 0.5
C 2.604 -5.547 1.707 0.9 -0.9 -0.1
C 3.680 -2.991 -3.884 -0.8 1.8 0.3
C 1.958 -6.075 0.545 -0.6 0.7 -0.1
H 2.600 -3.046 -0.266 0.0 -0.1 0.0
N -0.624 0.353 -1.186 1.2 -1.1 0.9
H 0.383 1.909 0.138 0.3 0.0 -0.1
H 1.529 -7.058 0.421 0.0 0.1 0.1
H 0.782 -2.280 -2.056 -0.1 0.3 -0.3
N 2.514 -3.952 0.174 -0.6 -0.7 0.3
C 1.293 0.691 -6.426 0.5 -0.2 -0.2
H -3.972 2.528 -5.550 -0.3 -0.5 0.5
H 0.142 -1.602 1.326 0.3 0.1 0.0
N -0.193 -5.149 2.614 -1.6 0.2 0.7
C 0.441 6.294 -4.832 1.1 0.0 -2.5
C 4.558 -2.834 -1.892 1.4 -0.7 1.8
C 1.395 -1.271 9.314 -0.7 -0.7 -0.3
H -0.326 -3.175 3.979 0.0 0.0 0.2
H -3.907 -0.682 2.966 -0.1 0.5 0.1
H 0.930 2.026 -4.631 0.1 0.0 -0.1
H 5.412 -1.224 1.272 0.0 -0.2 0.0
C 6.874 0.211 3.996 -0.4 0.4 0.1
C -0.971 -2.988 -4.754 -0.5 0.2 0.5
H 3.283 -3.492 -4.754 0.1 0.3 -0.1
H 3.567 1.677 -3.751 0.1 0.2 -0.2
N 0.960 2.596 0.603 0.9 0.1 0.4
C 1.506 4.499 1.592 0.9 0.1 -0.5
H -5.040 4.227 -7.260 0.0 0.0 0.2
H 6.661 2.330 4.429 0.1 0.0 0.1
C 1.280 -0.485 -0.281 -1.1 -0.2 -1.6
C -6.479 -1.343 -3.715 1.5 0.9 0.1
C -2.337 2.653 3.058 -1.0 0.6 -0.3
H -4.385 2.456 6.233 -0.2 -0.1 0.0
N 0.182 -2.667 -2.770 -2.6 -1.6 -2.3
H -2.434 4.623 -1.566 0.1 -0.2 -0.3
H -3.374 2.927 -0.139 -0.4 -0.3 -0.1
H -5.600 1.258 1.977 -0.3 -0.2 -0.1
H 2.438 0.623 6.800 -0.1 -0.4 -0.2
H 0.282 4.930 -3.118 0.2 0.1 -0.1
N 3.525 3.842 -1.280 -0.1 1.1 -2.2
H 4.615 -4.657 -2.998 -0.1 0.3 0.2
C 1.825 -5.031 -0.357 0.9 -0.1 0.7
C -4.484 -0.651 2.053 0.7 -1.6 -0.5
H 1.306 -5.007 -1.303 0.3 0.2 0.0
C 5.683 -0.497 2.023 0.8 1.0 1.9
C -2.835 1.945 -3.223 0.1 -1.2 -1.1
H 8.052 0.331 1.029 0.2 -0.4 0.2
N -0.627 1.101 -7.395 -0.6 0.7 0.3
C -3.211 2.742 -1.190 -1.2 0.1 2.3
C 0.613 1.601 -5.572 -1.5 -0.1 -1.7
C 6.394 1.517 3.770 0.9 -0.4 0.6
N 0.224 -2.329 3.927 1.7 -0.3 1.0
H -2.647 -5.505 4.805 0.2 0.2 0.0
H 2.806 0.412 9.357 0.1 -0.1 0.1
C -2.415 2.350 5.391 -0.8 0.2 0.6
H -0.712 -4.288 -1.695 -0.3 0.0 -0.1
H -3.870 0.738 -1.739 0.0 0.1 0.3
H -2.260 -4.619 -3.942 0.2 -0.1 -0.1
C -2.277 -4.393 2.912 -0.9 0.2 -1.6
H 2.879 5.680 -2.116 0.1 0.0 -0.5

(4)
11
Properties=species:S:1:pos:R:3:forces:R:3 method="wB97M-V/def2-TZVPD" homo_ev=-7.7 homo_lumo_gap_ev=8.13 max_force_ha_per_bohr=0.0948 e_tot_ev=-70598.1576 molar_mass_g_mol=137.04 relative_energy_ev=2.6586
H 2.975 -0.643 -0.954 2.9 0.1 -1.1
C -1.467 0.541 0.285 -2.4 0.7 -1.9
C 2.025 -0.474 -0.642 -2.5 -1.2 4.0
H 2.007 -0.932 0.443 -0.1 0.4 -2.0
H 1.768 0.549 -0.383 -0.1 0.2 -1.0
H -2.005 0.890 -1.609 -0.8 -0.7 0.4
H -0.695 -0.372 2.221 -0.1 0.6 -0.5
H 1.348 -1.075 -1.250 -0.3 0.6 0.1
C -1.288 0.130 1.455 0.6 -0.9 0.8
Se -3.291 0.295 1.354 0.5 0.1 -0.2
O -1.376 1.091 -0.920 2.1 0.2 1.5